Entry one
Molecular formula: C4H15N2
Method: DFT, the ωB97M-V functional and the def2-TZVPD basis

```
21
Properties=species:S:1:pos:R:3
C -2.45871 -0.19667 1.55189
C -2.05363 1.05453 0.76514
N -0.52282 1.27039 0.60344
H -3.57289 -0.28922 1.52386
H -2.14165 -1.15861 1.09534
H -2.21158 -0.05721 2.63177
H -2.46102 1.02766 -0.25472
H -2.36965 1.98598 1.26150
H -0.16703 0.86514 -0.29665
H 0.04904 0.83233 1.32392
H -0.33927 2.25813 0.53553
C 2.14364 0.17243 -0.36487
C 1.39796 -1.11010 -0.94392
N 1.69801 -1.32606 -2.36559
H 1.79856 1.03601 -0.93009
H 2.05246 0.26273 0.72927
H 3.23681 0.02635 -0.49963
H 1.61996 -2.00981 -0.29617
H 0.31175 -1.01722 -0.80116
H 2.69949 -1.47680 -2.48521
H 1.29057 -2.14999 -2.78367
```

## Properties
Spin multiplicity: 1
Total charge: +1
HOMO-LUMO gap, eV: 9.20
LUMO energy, Eh: -0.1262



Entry two
Molecular formula: C4H15N2
Method: DFT, the ωB97M-V functional and the def2-TZVPD basis

```
21
Properties=species:S:1:pos:R:3
C 0.11110 -1.03423 -2.80208
N 0.08445 -1.89284 -1.54700
H 0.60437 -1.54765 -3.67619
H 0.68678 -0.15461 -2.47355
H -0.90999 -0.72626 -3.07216
H -0.49274 -2.73792 -1.66831
H 1.01187 -2.25825 -1.35710
C -0.21669 2.16863 1.35684
C 0.28671 0.78690 0.99885
C 0.63292 -0.08967 2.17787
N -0.79967 0.10568 0.18567
H -0.57094 2.71547 0.48544
H -1.06120 2.01688 2.02747
H 0.55751 2.78390 1.91779
H 1.11794 0.88144 0.32915
H -0.29229 -0.27534 2.75403
H 1.43199 0.40836 2.71073
H 1.01779 -1.02734 1.77217
H -1.21627 0.74980 -0.58164
H -0.36460 -0.71079 -0.33241
H -1.61905 -0.16216 0.79446
```

## Properties
Spin multiplicity: 1
Total charge: +1
HOMO-LUMO gap, eV: 11.34
LUMO energy, Eh: -0.1117



Entry three
Molecular formula: C4H15N2
Method: DFT, the ωB97M-V functional and the def2-TZVPD basis

```
21
Properties=species:S:1:pos:R:3
C -0.19689 1.20473 0.32759
C -0.69032 2.66195 0.25033
N -1.89635 2.70801 -0.58746
H -0.00873 0.86418 -0.69171
H 0.76295 1.15940 0.85134
H -0.98891 0.68359 0.86570
H -0.92297 3.00543 1.25501
H 0.11754 3.26420 -0.17084
H -2.57746 3.31386 -0.14482
H -1.69331 3.15268 -1.47468
C 2.01621 -2.57830 0.52013
C 1.12193 -1.97040 -0.53944
N -0.30170 -1.85739 -0.01167
H 3.05417 -2.39004 0.25786
H 1.82716 -2.12167 1.49257
H 1.88338 -3.65607 0.59992
H 1.44102 -0.97514 -0.83418
H 1.07408 -2.56279 -1.44951
H -0.50295 -2.74488 0.45097
H -0.94300 -1.54077 -0.73618
H -0.26223 -1.17226 0.74758
```

## Properties
Spin multiplicity: 1
Total charge: +1
HOMO-LUMO gap, eV: 9.20
LUMO energy, Eh: -0.1221



Most stable: entry two



Entry one
Molecular formula: C5H13NO3
Method: DFT, the ωB97M-V functional and the def2-TZVPD basis

```
22
Properties=species:S:1:pos:R:3
C 0.23893 0.45896 -0.68569
C -0.01469 -0.12420 1.94474
C 0.89489 -0.48231 0.12197
C 0.50303 -0.83221 -2.34258
C -0.24800 1.29578 2.40249
N -0.54572 -1.78535 -2.41094
O 0.83163 1.64543 -1.00363
O -1.11723 0.60462 -0.64601
O -1.19496 -0.88795 1.85367
H 1.55901 1.84796 -0.40294
H -1.36709 1.39566 -1.14168
H -1.76848 -0.45498 1.20774
H 0.65251 -0.66721 2.61587
H -1.45708 -1.35802 -2.28875
H -0.46198 -2.51482 -1.71273
H 0.61577 -1.52524 0.10379
H 1.93810 -0.28289 0.32416
H 0.39822 -0.05174 -3.09454
H 1.48886 -1.28392 -2.41594
H -0.82613 1.33034 3.33609
H 0.70165 1.80596 2.57021
H -0.82124 1.86614 1.66471
```

## Properties
Spin multiplicity: 1
HOMO-LUMO gap, eV: 7.10
LUMO energy, Eh: 0.0201



Entry two
Molecular formula: C5H13NO3
Method: DFT, the ωB97M-V functional and the def2-TZVPD basis

```
22
Properties=species:S:1:pos:R:3
O 0.26140 2.70498 1.15091
C -0.25328 1.96187 0.36166
C 0.07026 0.49283 0.30554
C 0.89153 0.27093 -0.96963
C 2.39308 0.39931 -0.71378
N -1.09800 -0.38444 0.32206
C -2.23124 0.03999 1.12423
O -3.35940 0.41940 0.33369
H -0.97715 2.28664 -0.42129
H 0.73984 0.30190 1.13954
H 0.68909 -0.73226 -1.33335
H 0.64861 0.90674 -1.82060
H 2.95603 0.32731 -1.64144
H 2.76466 -0.45327 -0.13346
H 2.65504 1.34831 -0.26373
H -1.38104 -0.55290 -0.63478
H -2.54887 -0.80537 1.75257
H -1.98767 0.90116 1.74615
H -3.50462 -0.28366 -0.30878
H 0.44916 -2.71842 0.33734
H 1.85698 -3.03897 -0.18956
O 0.96558 -3.39208 -0.14329
```

## Properties
Spin multiplicity: 1
HOMO-LUMO gap, eV: 10.17
LUMO energy, Eh: 0.0253
Structure (SMILES): CC[C@@H](C=O)NCO.O



Most stable: entry two



Entry one
Molecular formula: C5H13NO3
Method: DFT, the ωB97M-V functional and the def2-TZVPD basis

```
22
Properties=species:S:1:pos:R:3
C 0.94022 -2.09937 0.65728
C 1.13740 0.80322 -0.17622
C 1.45995 1.37890 1.19134
N 0.21866 -1.72313 1.64434
H 0.62850 -1.83510 2.56704
H -0.67946 -0.64638 1.21544
H 1.85784 -2.66861 0.75159
H 0.49868 -2.01749 -0.33305
H 1.75750 -0.04197 -0.46553
H 1.32408 1.53406 -0.96098
H 1.03486 2.37667 1.30138
H 1.03063 0.78940 2.00179
H 2.53794 1.43359 1.35900
C -1.92242 -0.42793 -2.00441
C -0.52153 0.64674 -0.40093
O -0.60852 -0.24888 -1.49183
O -0.95736 1.91419 -0.77226
O -1.19274 0.22604 0.68342
H -1.80299 2.06699 -0.32955
H -2.61945 -0.69926 -1.20399
H -2.26812 0.48026 -2.50855
H -1.85368 -1.24192 -2.72533
```

## Properties
Spin multiplicity: 1
HOMO-LUMO gap, eV: 10.03
LUMO energy, Eh: 0.0173
Structure (SMILES): CCC(O)(O)OC.C=N



Entry two
Molecular formula: C5H13NO3
Method: DFT, the ωB97M-V functional and the def2-TZVPD basis

```
22
Properties=species:S:1:pos:R:3
C 0.51983 1.61453 -0.85797
O 0.53604 1.57185 -2.28680
C 1.45087 0.57452 -0.25499
C 1.32009 -0.84965 -0.80476
C 0.00547 -1.67311 -0.55870
C -0.94627 -1.06273 0.43109
N -0.93241 -1.65806 1.66727
O -1.76379 -0.18965 0.19019
H 0.94676 2.59431 -0.63478
H -0.49902 1.54315 -0.50809
H 0.06159 0.79065 -2.60579
H 2.47473 0.85687 -0.45303
H 1.33345 0.46304 0.81465
H 2.17748 -1.45475 -0.58205
H 1.43445 -0.83372 -1.88725
H -0.47799 -1.76987 -1.52865
H 0.25580 -2.68127 -0.22954
H -0.23571 -2.32870 1.94989
H -1.40717 -1.19859 2.43230
H -2.06326 2.68374 1.82499
H -1.81263 1.17222 1.72857
O -2.37831 1.83520 2.15344
```

## Properties
Spin multiplicity: 1
HOMO-LUMO gap, eV: 10.86
LUMO energy, Eh: 0.0208
Structure (SMILES): NC(=O)CCCCO.O



Most stable: entry two



Entry one
Molecular formula: C5H13NO3
Method: DFT, the ωB97M-V functional and the def2-TZVPD basis

```
22
Properties=species:S:1:pos:R:3
C 0.14077 0.93132 0.13231
C 1.41716 -1.27816 0.33770
C 1.49140 0.21284 0.19482
N 0.15468 2.36363 0.30101
C 2.64168 0.86668 0.11679
O -0.65132 0.40596 1.21589
O -0.47589 0.67093 -1.08548
H -1.27153 1.11236 1.44198
H -2.20064 -0.16420 -1.01950
H 0.85446 2.65447 0.97164
H 0.31693 2.81595 -0.58834
H 0.82777 -1.54933 1.21279
H 2.41144 -1.70344 0.45481
H 0.94922 -1.72563 -0.54135
H 2.70454 1.94175 0.04606
H 3.58441 0.35002 0.21611
C -2.44877 -1.32350 -0.88808
O -2.36190 -1.71619 0.45486
H -1.74223 -1.11289 0.90660
H -1.89115 -1.99600 -1.55404
H -3.49285 -1.39884 -1.20968
H -0.95817 -0.35771 -1.11691
```

## Properties
Spin multiplicity: 1
HOMO-LUMO gap, eV: 10.52
LUMO energy, Eh: 0.0293
Structure (SMILES): C=C(C)C(N)(O)O.CO



Entry two
Molecular formula: C5H13NO3
Method: DFT, the ωB97M-V functional and the def2-TZVPD basis

```
22
Properties=species:S:1:pos:R:3
C -0.28392 -0.14166 -0.69210
C 0.53172 0.31529 1.77494
C -1.51125 -0.97788 -1.51056
C -0.53426 -0.46816 0.74981
C -0.32342 1.32804 -1.07668
N 1.91724 0.22950 1.38039
O 0.93058 -0.73279 -1.13802
O 0.20010 1.67177 1.90309
O -1.30592 -2.37777 -1.37841
H 1.65746 -0.19685 -0.76487
H 0.87239 2.14531 1.38825
H -0.35546 -2.50965 -1.55461
H 0.38193 -0.14259 2.75869
H 2.18031 -0.75552 1.32971
H 2.49526 0.61912 2.12858
H -1.44336 -0.71879 -2.57270
H -2.51282 -0.72762 -1.15296
H -0.40402 -1.53759 0.93954
H -1.52965 -0.14069 1.06046
H 0.58813 1.84628 -0.76398
H -0.36257 1.43782 -2.16624
H -1.18847 1.83444 -0.64232
```

## Properties
Spin multiplicity: 1
HOMO-LUMO gap, eV: 9.91
LUMO energy, Eh: 0.0261
Structure (SMILES): C[C@](O)(CO)C[C@@H](N)O



Entry three
Molecular formula: C5H13NO3
Method: DFT, the ωB97M-V functional and the def2-TZVPD basis

```
22
Properties=species:S:1:pos:R:3
O -2.33202 -0.09106 2.77210
C -1.56576 0.55630 2.08481
C -1.87764 0.65919 0.60860
C -0.78519 0.48732 -0.44567
C -0.16863 -0.90804 -0.44931
C -0.06085 -1.66869 -1.50597
N 0.34245 -1.29883 0.86810
H -0.59569 1.00655 2.56922
H -2.70699 -0.06220 0.36903
H -2.36500 1.66384 0.42206
H -1.22862 0.44382 -1.49958
H -0.16730 1.26427 -0.21027
H 0.20361 -2.77700 -1.50626
H -0.10207 -1.30625 -2.49674
H 0.65078 -2.26901 0.94816
H -0.46062 -1.38987 1.57651
H 1.95364 -0.27999 0.41316
H 2.51939 -1.14379 -0.81213
O 2.73185 -0.43682 -0.07343
H 1.75448 2.73881 -1.89612
H 2.49147 2.12795 -0.70518
O 1.76870 2.68352 -1.03111
```

## Properties
Spin multiplicity: 1
HOMO-LUMO gap, eV: 10.19
LUMO energy, Eh: 0.0243
Structure (SMILES): C=C(N)CCC=O.O.O



Most stable: entry two